w.
ORCA calculation (ωB97M-V/def2-TZVPD) on 5 unconnected molecules or ions with the total composition C4H18N2O6.

XYZ file:
```
30
Properties=species:S:1:pos:R:3:lowdin_charge:R:1
O -1.94 1.11 -1.16 -0.045
C -1.69 -0.09 -1.35 -0.334
N -0.53 -0.56 -1.79 0.052
C 0.64 0.28 -2.05 -0.151
C 1.75 0.10 -1.00 -0.193
N 2.34 -1.23 -0.94 -0.052
C 1.92 -2.13 0.11 -0.275
O 0.55 -2.50 0.02 -0.108
H -2.47 -0.83 -1.15 0.147
H -0.32 -1.54 -1.62 0.118
H 1.03 0.07 -3.05 0.119
H 0.31 1.31 -2.07 0.105
H 1.35 0.35 -0.01 0.105
H 2.54 0.82 -1.25 0.115
H 2.33 -1.70 -1.84 0.107
H 2.47 -3.06 0.02 0.115
H 2.07 -1.62 1.07 0.127
H -0.02 -1.93 0.58 0.015
O 0.46 2.78 0.52 -0.052
H -0.26 2.43 -0.06 0.057
H 0.20 3.71 0.63 0.080
O -3.07 1.01 1.43 -0.101
H -2.59 0.14 1.44 0.005
H -2.93 1.29 0.49 0.016
O -1.06 -1.04 1.58 -0.085
H -1.25 -1.59 2.33 0.071
H -0.58 -0.22 1.98 0.046
O -0.24 1.25 2.61 -0.070
H -1.16 1.57 2.65 0.055
H 0.14 1.81 1.89 0.009
```

SMILES = O=CNCCNCO.O.O.O.O
LUMO = 0.5 eV

=====

x.
ORCA calculation (ωB97M-V/def2-TZVPD) on 5 unconnected molecules or ions with the total composition C4H18N2O6.

XYZ file:
```
30
Properties=species:S:1:pos:R:3:lowdin_charge:R:1
N -0.48 1.49 -1.60 0.105
C -1.33 0.76 -0.72 -0.530
O -2.23 1.43 -0.18 0.001
N -1.30 -0.60 -0.59 0.094
C -0.45 -1.73 -1.07 -0.169
C 0.07 -2.65 0.12 -0.144
C -1.11 -3.49 0.68 -0.281
O -1.84 -4.14 -0.33 -0.074
H -0.63 1.37 -2.64 0.124
H 0.52 1.31 -1.40 0.049
H -1.95 -1.09 0.00 0.124
H 0.46 -1.39 -1.62 0.099
H -1.04 -2.28 -1.88 0.131
H 0.65 -2.09 0.84 0.107
H 0.75 -3.30 -0.40 0.099
H -1.87 -3.00 1.29 0.118
H -0.57 -4.33 1.28 0.136
H -1.27 -4.62 -0.92 0.079
O 2.94 2.00 1.70 0.007
H 2.64 1.73 2.49 -0.027
H 2.66 2.89 1.57 0.023
O 2.12 0.25 -0.86 -0.045
H 2.29 0.39 0.10 0.050
H 2.55 0.93 -1.31 0.022
O 1.17 3.88 0.05 -0.088
H 0.52 3.48 -0.56 0.015
H 0.68 4.04 0.87 0.015
O -1.07 3.16 1.60 -0.054
H -1.45 2.50 1.01 -0.016
H -1.42 3.09 2.48 0.032
```

SMILES = NC(=O)NCCCO.O.O.O.O
LUMO = 0.4 eV

=====

Energies relative to the minimum, kcal/mol: w 0.0; x 33.9